Density functional theory data (wB97M-V/def2-TZVPD) for C3H3N3O2 in the gas phase at a distorted geometry.

Structure (XYZ):
```
11
Properties=species:S:1:pos:R:3:forces:R:3
C -1.46056 -0.02735 0.03200 0.97 -8.54 -1.02
C 1.00782 1.09260 0.00797 -0.62 -0.28 1.22
C 1.89526 -0.76135 -0.06654 4.87 -1.10 0.09
H -1.21502 1.94352 0.10734 -3.37 -3.56 -0.73
H 0.60840 2.15196 0.23932 1.09 -1.64 -0.74
H 2.92836 -1.36733 0.04522 -3.14 0.71 -0.71
N 0.00569 -0.03582 0.30639 0.71 3.12 -1.85
N 2.28664 0.69683 -0.19710 -6.98 -2.41 1.40
N 0.66918 -1.20247 0.10851 2.61 1.73 0.41
O -1.99025 1.13078 -0.06445 1.96 4.55 0.76
O -1.97318 -1.22594 -0.15518 1.91 7.42 1.17
```
Forces are in eV/Å.

## Properties
Spin multiplicity: 1
Total energy: -11721.35751 eV
LUMO: -0.36 eV
Energy relative to the best compared isomer or geometry (same formula, charge and spin): 443.8 kJ/mol
SMILES: O=C(O)n1cncn1

Density functional theory data (wB97M-V/def2-TZVPD) for a molecular structure, C4H3N3O at a distorted geometry.

Structure (XYZ):
```
11
Properties=species:S:1:pos:R:3:forces:R:3
C 1.56307 -0.45688 0.05273 -0.03 2.91 0.75
C -0.41072 0.00767 0.32472 -3.13 3.70 -0.68
C -1.88119 -0.18469 0.09506 -5.12 -3.21 -1.71
C -3.01656 -0.73742 -0.29537 5.39 4.52 2.67
H 3.40649 -0.27318 -0.38911 -1.91 -2.10 0.68
H -0.45235 2.16138 0.31511 3.71 -2.18 -1.12
H -4.13036 -0.64075 -0.37783 1.67 -0.56 -0.04
N 1.57030 0.87662 -0.12927 -0.57 0.39 0.61
N 0.25329 1.29803 0.06254 -4.22 -3.94 0.93
N 0.34312 -1.00116 0.49384 3.40 -0.66 -1.84
O 2.75493 -1.04961 -0.15242 0.82 1.16 -0.23
```
Forces are in eV/Å.

## Properties
Spin multiplicity: 1
Total energy: -10709.34551 eV
LUMO: 0.09 eV
Energy relative to the best compared isomer or geometry (same formula, charge and spin): 415.4 kJ/mol

Going through the records in order, we get HOMO level values of -10.3905, -9.0102 eV.